[1]
{"formula": "C5H11NO2", "method": "wB97M-V/def2-TZVPD", "elements": ["C", "C", "N", "O", "H", "H", "H", "H", "H", "C", "C", "C", "O", "H", "H", "H", "H", "H", "H"], "xyz": [[2.06143, 0.28318, 0.53663], [0.56694, 0.72821, -0.59206], [0.12327, 1.92650, -0.06325], [0.82109, 0.48295, -1.74919], [-0.79913, 1.93253, 0.34979], [0.80719, 2.47276, 0.43912], [1.89972, 0.54538, 1.58168], [2.66678, 1.05645, 0.06173], [2.58922, -0.65319, 0.37401], [-1.71489, -0.90848, -1.21196], [-0.99449, -0.54893, 0.05325], [0.11162, -1.22058, 0.53692], [-1.80919, 0.15516, 0.94358], [-1.61256, -0.10761, 1.85010], [-2.36590, -0.08866, -1.51311], [-2.31695, -1.80669, -1.06656], [-1.00320, -1.08292, -2.01527], [0.34143, -1.25541, 1.59386], [0.62761, -1.91066, -0.10927]], "relative_energy_ev": 4.673, "lumo_energy_ev": 0.21, "fmax_ev_per_a": 5.9, "total_charge": 0, "homo_energy_ev": -7.81}

[2]
{"formula": "C5H11NO2", "method": "wB97M-V/def2-TZVPD", "elements": ["C", "N", "C", "O", "C", "C", "C", "O", "H", "H", "H", "H", "H", "H", "H", "H", "H", "H", "H"], "xyz": [[0.30973, -0.64980, -0.82007], [1.44510, -1.37765, -0.98604], [2.38494, -1.31395, 0.03621], [2.12595, -1.04823, 1.16952], [0.46566, 0.89458, -0.70391], [-0.81676, 1.45701, -0.20481], [-0.94631, 0.90147, 1.21038], [-2.05644, -1.26960, 0.06076], [-0.05756, -1.13569, 0.18529], [-0.50767, -0.85923, -1.51030], [-1.61124, 0.99413, -0.79534], [3.39067, -1.55918, -0.32680], [1.26296, 1.08254, 0.02012], [0.84360, 1.28134, -1.65251], [-0.89800, 2.53992, -0.21834], [-0.07721, 1.11634, 1.84072], [-1.86009, 1.26791, 1.67646], [-1.00819, -0.18084, 1.21200], [-2.38915, -2.14107, -0.19333]], "relative_energy_ev": 7.356, "lumo_energy_ev": -3.75, "fmax_ev_per_a": 2.9, "total_charge": 0, "homo_energy_ev": -9.47}

[3]
{"formula": "C5H11NO2P", "method": "wB97M-V/def2-TZVPD", "elements": ["C", "C", "C", "C", "C", "N", "O", "O", "P", "H", "H", "H", "H", "H", "H", "H", "H", "H", "H", "H"], "xyz": [[-1.20343, -0.96555, -3.18720], [0.54622, 0.31794, -1.96277], [-1.79368, 0.91973, -1.95239], [0.84467, -0.68010, 3.47714], [-0.85528, -0.32682, -1.94603], [-1.43587, -1.61760, -4.10849], [-0.53245, -0.95323, 1.08936], [0.60511, 1.33453, 1.57664], [0.57084, -0.12208, 1.69019], [1.28085, -0.47124, -1.99668], [0.73022, 0.64444, -1.02301], [0.80291, 1.21682, -2.61565], [-2.83594, 0.50658, -1.95610], [-1.73773, 1.34800, -0.93183], [-1.59501, 1.55198, -2.70737], [0.87934, -1.70819, 3.53639], [1.87938, -0.18622, 3.83998], [0.03994, -0.10142, 4.16718], [-1.04774, -1.04846, -1.00341], [1.86833, -0.60008, 0.98833]], "relative_energy_ev": 0.194, "lumo_energy_ev": 3.82, "fmax_ev_per_a": 6.6, "total_charge": -1, "homo_energy_ev": -5.07}

[4]
{"formula": "C5H11NO2S", "method": "wB97M-V/def2-TZVPD", "elements": ["C", "C", "C", "C", "C", "N", "O", "O", "S", "H", "H", "H", "H", "H", "H", "H", "H", "H", "H", "H"], "xyz": [[-0.34945, 0.39414, -0.11608], [-2.65404, 0.02008, 0.60915], [-2.00551, -0.65631, -1.80476], [3.66303, -0.47477, 1.54529], [-1.76227, 0.35620, -0.59042], [3.33962, 1.33986, -0.51392], [0.43725, 1.09900, -0.94117], [0.09499, -0.20692, 0.82744], [4.36104, 0.78242, 0.40505], [-3.34219, 0.80825, 0.80224], [-3.25920, -0.91649, 0.49046], [-2.06239, -0.16711, 1.54033], [-1.61901, -0.36034, -2.79060], [-1.54524, -1.57031, -1.47448], [-3.05939, -0.85261, -1.83700], [2.66059, -0.36575, 1.26994], [3.92714, -1.43189, 1.15238], [3.94314, -0.46842, 2.59413], [-2.08906, 1.36860, -0.69754], [1.32096, 1.30239, -0.47045]], "relative_energy_ev": 2.888, "lumo_energy_ev": -0.88, "fmax_ev_per_a": 2.7, "total_charge": 0, "homo_energy_ev": -9.29}